{
  "formula": "C48H114N15O23P5",
  "method": "ωB97M-V/def2-TZVPD",
  "symbols": ["N", "H", "O", "H", "O", "H", "H", "H", "C", "H", "H", "O", "O", "H", "O", "H", "C", "C", "O", "H", "H", "H", "H", "N", "C", "H", "H", "H", "H", "H", "N", "O", "C", "H", "N", "H", "H", "H", "C", "H", "C", "O", "H", "H", "H", "N", "H", "H", "C", "H", "H", "H", "H", "H", "H", "H", "H", "H", "N", "C", "C", "C", "C", "H", "H", "O", "H", "H", "H", "H", "H", "O", "O", "P", "C", "C", "C", "H", "H", "H", "H", "C", "C", "O", "O", "H", "O", "C", "C", "H", "O", "H", "P", "C", "H", "N", "C", "N", "H", "H", "P", "O", "H", "H", "H", "H", "H", "H", "C", "C", "C", "H", "C", "O", "H", "O", "H", "H", "C", "H", "C", "H", "H", "H", "O", "H", "H", "H", "O", "H", "H", "C", "C", "P", "H", "C", "H", "H", "H", "C", "N", "H", "H", "H", "H", "C", "N", "N", "H", "H", "N", "C", "H", "C", "H", "H", "H", "H", "H", "H", "C", "N", "N", "H", "H", "H", "H", "C", "H", "H", "H", "C", "C", "C", "H", "H", "H", "C", "C", "H", "O", "O", "H", "C", "H", "H", "H", "C", "H", "H", "O", "H", "H", "H", "H", "H", "C", "C", "C", "C", "P", "H", "C", "N", "H"],
  "xyz": [[5.702, -0.458, -5.111], [-1.321, -4.797, -5.761], [-1.959, 0.651, -6.155], [-0.196, 6.279, -5.387], [-0.902, -2.436, 5.374], [4.137, -2.170, -3.844], [2.254, 0.365, 3.759], [-3.334, 4.857, -1.555], [6.242, -1.030, 7.444], [-0.316, 1.498, -1.739], [0.509, 5.012, -0.010], [-3.398, 1.302, -4.650], [-1.021, -3.347, -4.247], [-5.156, 3.528, 4.623], [1.059, -0.842, -0.229], [-0.109, 7.533, -1.684], [1.276, 2.327, 3.768], [-2.143, -2.568, -0.122], [-0.646, -3.849, 3.761], [-3.225, -1.493, 3.989], [-1.328, 1.609, 2.493], [-6.071, -0.282, 3.088], [5.725, -4.140, 3.525], [6.259, -1.478, 5.997], [-4.112, -1.213, 4.558], [-2.683, 2.310, 1.447], [3.052, -1.156, 2.856], [-2.199, 7.167, -2.309], [-5.334, 0.763, 7.028], [3.114, 1.585, 4.561], [-3.434, -2.949, -0.627], [0.667, -0.132, 1.969], [0.459, -0.033, 0.726], [-2.122, 2.951, -3.992], [-1.219, 4.695, -1.126], [-5.093, 4.090, 6.191], [1.838, -0.505, -6.793], [-4.101, -4.221, -2.048], [-0.065, -2.688, 3.303], [5.215, -0.168, -2.439], [-4.572, 1.522, 7.203], [3.102, 1.856, 2.536], [-1.325, 2.601, -5.947], [-0.592, -0.799, 4.234], [7.556, -2.230, 4.464], [4.456, -3.348, 5.146], [4.757, -5.279, 4.400], [0.521, -0.944, -2.233], [-1.323, 1.662, -5.393], [-5.065, 2.117, 7.973], [-6.223, 0.560, 0.516], [-4.704, 0.167, 1.421], [3.811, -3.877, 7.135], [-3.965, -5.068, -0.575], [8.402, -1.496, 5.772], [3.511, -3.983, -1.906], [-6.159, 2.619, 5.738], [-3.300, 6.052, -3.057], [-1.340, 5.682, -3.651], [7.529, -2.109, 5.547], [1.678, -0.932, -5.803], [0.678, 7.328, -2.410], [-2.378, 6.609, -3.227], [-5.162, -2.419, -2.842], [-4.760, 1.399, 0.180], [-1.569, -1.286, -3.505], [-1.412, -2.609, -0.929], [-2.263, -1.539, 0.217], [-1.879, 6.063, -5.688], [7.438, 0.745, -5.581], [3.493, 3.092, -4.026], [0.094, 3.476, -3.208], [3.985, 1.260, -6.333], [-3.214, 1.355, 4.931], [-2.394, 1.795, 2.364], [5.898, -0.077, 3.158], [6.923, 0.274, -4.744], [2.125, 2.026, -4.233], [-7.904, -2.460, 0.059], [6.943, -1.810, -6.120], [1.594, 7.849, -2.132], [-2.193, 1.888, -4.221], [2.275, 5.517, -2.109], [0.642, -5.303, -1.882], [2.473, 2.779, 0.590], [-1.737, -3.259, 0.616], [2.643, -5.561, -2.880], [-7.438, -3.346, -0.373], [3.204, -2.158, -4.408], [-1.779, 1.221, -3.465], [-5.066, -2.396, 1.496], [-4.953, -1.841, 4.264], [-4.876, -2.258, 0.014], [-4.558, -0.176, -1.865], [3.786, -2.675, 2.639], [-6.113, -2.896, -0.966], [-3.151, 0.438, -5.668], [2.981, -0.929, -5.109], [5.348, -0.466, 7.709], [6.621, 0.936, -3.932], [4.769, -1.638, 5.173], [-0.336, 0.838, 0.166], [-1.448, 3.607, 4.267], [-0.077, 3.301, 0.087], [6.146, -0.608, -7.104], [2.641, 2.388, -2.566], [-1.659, -5.388, -4.107], [-6.329, 0.701, 4.603], [-1.242, -3.594, 4.886], [-0.357, 4.353, 0.051], [-3.473, -4.291, -1.160], [1.648, 0.391, -1.792], [5.997, -1.290, -6.266], [1.187, 2.841, 2.501], [0.995, -1.598, 4.812], [0.830, -6.756, -3.624], [6.910, -0.244, 3.526], [-7.231, -4.154, 0.327], [2.824, -4.792, -1.660], [0.962, -2.899, 3.003], [-2.631, 4.102, -1.204], [-1.272, -0.016, -1.568], [5.196, -2.018, -6.391], [2.526, -3.471, 6.008], [-2.016, 0.735, 5.583], [7.126, -0.444, 7.697], [-2.558, 3.287, -1.923], [6.041, 0.045, 2.084], [-2.051, -4.415, 5.344], [-3.821, -4.540, -4.658], [5.077, 1.450, -1.967], [1.337, -5.958, -2.885], [-0.401, 0.542, -1.223], [-0.322, 4.772, -2.657], [1.113, -0.218, -5.205], [-1.643, -4.514, -4.758], [-8.157, -3.634, -1.140], [5.473, 0.813, 3.620], [4.332, -1.387, 1.565], [-1.048, 5.659, -5.109], [0.896, 5.921, -2.428], [2.897, 6.009, -2.857], [0.386, 1.747, 4.011], [-0.298, 1.365, -5.174], [-7.006, -2.080, -2.713], [-5.213, 3.154, 5.645], [5.101, -1.244, 3.521], [-4.796, -0.578, -0.471], [-6.301, -3.682, -2.940], [3.129, -2.995, -5.102], [-4.313, 0.185, 4.278], [-5.144, 0.417, 0.456], [-5.557, 1.441, 3.184], [2.465, 1.433, 3.699], [6.267, -1.972, 7.991], [-2.918, 3.816, -0.192], [-4.153, 0.836, -1.836], [-2.520, -4.784, -1.352], [-3.731, -0.750, -2.282], [-2.469, 7.393, -3.979], [-2.449, 3.746, 3.859], [-2.956, 2.352, 3.552], [-4.217, 2.222, 5.950], [2.457, 4.444, -2.182], [-2.738, 0.783, 2.149], [2.419, -2.287, -3.663], [7.703, -0.330, -4.280], [-0.033, -1.705, 4.468], [3.302, -4.972, 5.812], [-0.549, -2.200, 2.457], [-0.835, 4.564, 1.007], [1.428, -4.232, -1.413], [4.005, -1.609, 2.581], [0.842, -0.258, -1.450], [3.181, -5.396, -0.825], [1.262, -4.104, -0.343], [1.308, -3.288, -1.944], [2.981, 2.234, -3.590], [-1.869, -2.395, -3.886], [-3.090, 4.289, 4.553], [-3.089, -2.765, -4.205], [-3.908, -0.353, -6.186], [-4.069, -1.248, 5.646], [-2.997, -3.910, -4.994], [7.673, -3.055, 6.070], [6.197, -4.507, 5.140], [-3.090, -3.648, -6.048], [5.319, -4.352, 4.514], [0.369, 7.710, -3.383], [-2.342, 4.398, 2.992], [3.644, -0.841, 5.734], [-5.451, -0.200, -2.489], [3.737, 0.370, -1.568], [-0.881, 4.616, -5.379], [1.190, -1.905, -5.856], [1.415, 3.171, 4.444], [3.507, -3.938, 6.090], [2.294, 2.587, 1.801], [4.471, 0.622, -2.334], [-5.697, 0.511, 3.735], [4.125, 0.341, -5.171], [2.568, 5.778, -1.093], [-6.147, -2.708, -2.475], [3.865, 1.063, -3.669], [-3.752, 0.893, 7.548]],
  "mulliken_charge": [0.2087, 0.3315, -0.3698, 0.3098, -0.3959, 0.4676, -1.0353, 0.1027, -1.0048, -0.1562, 0.2590, -0.4759, -0.1737, 0.3978, 0.0172, 0.3232, 0.3775, 0.2220, -0.4236, -0.1563, -0.1728, 0.3475, 0.2954, 0.3019, -0.8976, -0.0889, 0.2338, 0.3695, 0.3272, 0.5356, 0.7322, 0.1641, -0.6901, 0.4906, 0.1824, 0.2922, 0.3174, 0.1967, 1.1366, 0.3934, -1.0731, -0.3882, 0.1159, -0.7207, 0.3508, 0.5163, 0.4209, -0.2161, 0.1637, 0.4218, 0.2916, -0.3611, 0.2347, 0.4212, 0.3249, 0.3200, 0.4366, 0.3013, 0.4830, -1.1420, -1.0749, -1.0636, -1.2513, 0.0650, 0.1876, 0.5696, -0.3754, -0.6479, 0.4440, 0.3354, 0.5611, 0.0201, -0.9001, 0.2849, 0.1963, -1.0691, -1.0605, 0.0493, 0.3385, 0.3927, 0.4307, 0.4364, -0.8554, -0.3175, -0.4299, 0.6230, -0.3512, -1.1127, -0.7447, -0.1275, -0.8484, 0.4568, 0.0334, -0.1788, 0.3228, 0.2677, 0.4689, 0.5915, 0.2397, 0.3601, 0.4475, 1.1112, 0.3147, 0.3900, 0.3769, -0.5651, 0.2752, 0.2002, 0.4989, -0.8272, -1.0955, -1.2151, -1.1782, -0.1496, -0.2228, -0.5491, 0.3151, 0.3008, -0.5189, 0.0294, -0.4681, -0.7966, 0.2745, 0.1763, -1.0415, 0.3314, 0.0728, 0.3807, -0.6788, 0.3729, 0.4211, 0.5806, 1.3183, -0.4566, 0.1951, -0.3127, 0.4068, 0.3186, 0.5021, -0.8850, 0.5355, 0.4521, -0.2872, -0.4340, 0.3985, -1.2879, 0.4236, 0.3981, 0.3933, 0.4017, 0.9844, -0.2710, 0.3717, 0.6330, 0.3338, 0.0726, 0.1506, 0.2460, -0.3141, 0.4102, -1.0839, 0.8866, 0.2890, -0.1407, -0.7789, -0.1739, 0.3194, 1.4059, 0.3366, -0.7200, 0.1141, 1.2047, -1.2771, 1.3023, 0.3267, 0.1271, -0.8692, -0.2816, -0.3853, 0.3790, -0.1909, -0.6035, 0.3751, -0.6254, 0.3135, 0.2662, 0.2427, -1.0613, 0.1727, 0.2403, -0.9131, 0.3229, 0.1550, 0.0335, 0.3960, 0.3278, -0.8713, 0.2327, -1.0948, -1.1825, 0.3733, 0.4145, -0.8258, 0.5146, 0.2857],
  "de_lowest_kcal_mol": 51.8,
  "smiles": "CN(C)P(=O)(N(C)C)N(C)C.CN(C)P(=O)(N(C)C)N(C)C.CN(C)P(=O)(N(C)C)N(C)C.CN(C)P(=O)(N(C)C)N(C)C.CN(C)P(=O)(N(C)C)N(C)C.O=C1OCCO1.O=C1OCCO1.O=C1OCCO1.O=C1OCCO1.O=C1OCCO1.O=C1OCCO1",
  "largest_force_ev_per_a": 5.4,
  "mol_weight_g_mol": 1424.4,
  "gap_ev": 8.0,
  "energy_ha": -6156.1183
}